P) Below is CH6N4 in the gas phase, with properties calculated with the ωB97M-V functional and the def2-TZVPD basis.

Output
E_HOMO = -9.0 eV
Structure (SMILES) = [H]/N=C(\N)NN
LUMO = 0.50 eV
Molecular weight = 74.09 g/mol
Net charge = 0
Frontier orbital gap = 9.518 eV

Each line ends with the Mulliken charge.
Element x y z (Å)
C: -0.6046 -0.3114 0.0171  0.48
H: 1.8140 0.3447 0.6212  0.30
H: 1.2603 0.3198 -0.8697  0.38
H: 0.5327 -2.0753 -0.2318  0.29
H: 0.1254 1.4084 0.9483  0.24
H: -1.1661 1.7102 -0.2439  0.29
H: -2.3892 -0.2121 -0.2547  0.22
N: 1.7395 -0.3523 -0.1739  -0.65
N: 0.6223 -1.0312 0.2342  -0.23
N: -0.2028 1.0797 -0.0306  -0.68
N: -1.7317 -0.8804 -0.0161  -0.65

***

Q) Below is CH6N4 in the gas phase, with properties calculated with the ωB97M-V functional and the def2-TZVPD basis.

Output
E_HOMO (spin up / spin down) = -7.5 / -7.4 eV
LUMO (spin up / spin down) = 0.75 / 0.76 eV
Molecular weight = 74.09 g/mol
Net charge = 0
Frontier orbital gap (spin up / spin down) = 8.257 / 8.148 eV

Each line ends with the Mulliken charge.
Element x y z (Å)
C: -0.5948 1.2245 0.2778  -0.85
N: 0.4136 -2.2982 0.3272  -0.78
N: -0.1309 -1.1424 0.5134  0.12
N: 1.2191 0.1525 -0.9871  -0.84
N: 0.2201 0.0593 -0.1416  0.69
H: -1.6448 1.0505 0.3856  0.33
H: -0.2647 1.8067 1.1864  0.26
H: -0.6017 1.8092 -0.6060  0.34
H: 0.7073 -2.4875 -0.6268  0.23
H: -0.4675 -1.1400 1.4341  0.26
H: 1.1444 0.9653 -1.7629  0.23

***

Which is most stable, and by how much? P), by 0.1078 hartree.

***

P) Below is 2 unconnected molecules or ions with the total composition C3H9NO2, with properties calculated with the ωB97M-V functional and the def2-TZVPD basis.

Output
E_HOMO (spin up / spin down) = 0.6 / -3.1 eV
LUMO (spin up / spin down) = 3.04 / 2.90 eV
Molecular weight = 91.11 g/mol
Net charge = -1
Frontier orbital gap (spin up / spin down) = 2.415 / 6.035 eV
Spin multiplicity = 2

Each line ends with the Mulliken charge.
Element x y z (Å)
C: -1.4784 -0.7267 -1.3863  -1.00
N: -0.9881 -0.5820 0.0150  -0.49
C: -1.2615 0.7894 0.5017  -0.37
C: -0.6516 1.0123 1.8708  -0.68
O: -0.0681 2.0565 2.2994  -0.56
H: -1.1923 0.0533 -2.1064  0.31
H: -2.5599 -0.7844 -1.3038  0.32
H: -0.9786 -1.6197 -1.7687  0.34
H: 0.0307 -0.6055 -0.0282  0.37
H: -0.8040 1.5703 -0.1260  0.24
H: -2.3386 0.9773 0.5651  0.36
H: -1.0773 0.3087 2.6248  0.19
H: 3.2609 -2.6145 -2.1055  0.35
H: 4.5444 -1.8616 -2.3854  0.32
O: 3.6079 -1.7288 -2.2687  -0.71

***

Q) Below is 2 unconnected molecules or ions with the total composition C3H9NO2, with properties calculated with the ωB97M-V functional and the def2-TZVPD basis.

Output
E_HOMO (spin up / spin down) = 1.1 / -6.4 eV
LUMO (spin up / spin down) = 3.51 / 3.65 eV
Molecular weight = 91.11 g/mol
Net charge = -1
Frontier orbital gap (spin up / spin down) = 2.400 / 10.026 eV
Spin multiplicity = 2

Each line ends with the Mulliken charge.
Element x y z (Å)
C: 0.9803 0.7782 -2.0630  -1.27
C: 1.9695 0.1784 -1.0972  0.11
N: 1.6879 -1.1279 -0.6542  0.19
C: 0.7524 -1.2340 0.4444  -2.38
O: 2.9945 0.7512 -0.7913  -0.32
H: -0.0391 0.7013 -1.6981  0.66
H: 1.1001 0.2952 -3.0365  0.29
H: 1.2628 1.8156 -2.1906  0.26
H: 2.5417 -1.6416 -0.5008  0.24
H: -0.2315 -1.6820 0.2777  0.75
H: 1.1577 -1.8012 1.2647  0.42
H: 0.4983 -0.2757 0.8973  0.51
H: -4.2620 0.6180 3.2089  0.69
H: -5.5340 1.2625 2.6191  0.59
O: -4.8785 1.3620 3.3195  -1.73

***

Which is most stable, and by how much? Q), by 0.0251 hartree.

***

P) Below is a molecular structure, C38H54AsBrKN3O2SSi, with properties calculated with the ωB97M-V functional and the def2-TZVPD basis.

Output
E_HOMO (spin up / spin down) = -0.8 / 0.3 eV
LUMO (spin up / spin down) = 3.83 / 3.88 eV
Molecular weight = 838.95 g/mol
Net charge = -2
Frontier orbital gap (spin up / spin down) = 4.679 / 3.574 eV

Each line ends with the Mulliken charge.
Element x y z (Å)
K: 0.2646 0.6957 -0.3290  0.96
S: 3.2797 2.1886 -0.9899  -0.41
C: 3.5065 3.8634 -0.5973  0.19
C: 4.7845 4.3883 -0.3086  -0.73
C: 4.9760 5.7246 -0.0166  -0.46
C: 3.9009 6.6110 0.0066  -0.67
C: 2.6315 6.1212 -0.2647  -0.04
C: 2.4290 4.7772 -0.5586  -0.49
As: 0.6850 3.9981 -0.8980  0.62
C: -0.4213 5.5395 -0.3736  -0.14
C: -1.0114 6.4480 -1.2464  -0.12
C: -1.8233 7.4690 -0.7650  -0.63
C: -2.0502 7.5968 0.5979  -0.46
C: -1.4649 6.6944 1.4785  -0.66
C: -0.6639 5.6702 0.9957  -0.18
C: 0.5693 4.2087 -2.8392  -0.14
C: -0.4832 3.5697 -3.4916  -0.14
C: -0.6269 3.6755 -4.8686  -0.71
C: 0.2880 4.4118 -5.6086  -0.38
C: 1.3489 5.0367 -4.9665  -0.68
C: 1.4885 4.9350 -3.5887  0.01
H: 5.6240 3.7037 -0.3246  0.37
H: 5.9774 6.0841 0.1989  0.31
H: 4.0494 7.6592 0.2378  0.36
H: 1.7832 6.7965 -0.2418  0.31
H: -0.8367 6.3578 -2.3126  0.35
H: -2.2787 8.1678 -1.4578  0.36
H: -2.6824 8.3933 0.9730  0.32
H: -1.6384 6.7849 2.5445  0.40
H: -0.2097 4.9611 1.6833  0.47
H: -1.1904 2.9710 -2.9253  0.43
H: -1.4451 3.1655 -5.3625  0.42
H: 0.1836 4.4859 -6.6849  0.34
H: 2.0768 5.5976 -5.5415  0.38
H: 2.3248 5.4106 -3.0891  0.36
C: -1.6457 -0.6910 4.5732  -0.76
N: -0.6591 0.2473 4.1059  0.42
C: 0.1378 0.9598 5.0249  -0.45
C: 1.0487 1.8892 4.5056  -0.78
C: 1.0740 2.0999 3.1489  0.14
N: 0.2508 1.4356 2.2781  0.04
C: -0.5897 0.5087 2.7465  -0.21
O: -1.3570 -0.1351 1.9868  -0.74
N: 1.8812 3.0630 2.5244  -0.15
H: -1.5193 -0.8186 5.6483  0.28
H: -1.5352 -1.6573 4.0808  0.05
H: -2.6633 -0.3369 4.3750  0.25
H: 0.0684 0.6647 6.0591  0.24
H: 1.7138 2.4288 5.1682  0.30
H: 2.6922 3.3208 3.0672  0.24
H: 2.1634 2.7676 1.5921  0.03
C: -2.9904 2.1836 0.4800  -0.07
O: -2.5452 1.9539 -0.8914  -0.12
C: -2.6209 0.8077 -1.5086  -0.53
C: -3.2104 -0.2916 -0.6865  0.28
H: -2.5121 1.4750 1.1562  -0.07
H: -4.0764 2.0964 0.5248  0.38
H: -2.6831 3.2006 0.7079  0.10
H: -4.2184 -0.0158 -0.3453  0.44
H: -2.6100 -0.4667 0.2180  -0.21
H: -3.2653 -1.2047 -1.2719  -0.01
C: 0.4831 -3.5790 2.2280  -1.51
C: -0.5789 -4.4795 1.5868  2.96
C: -0.8780 -5.6230 2.5760  -1.86
C: -1.8511 -3.6414 1.4397  -1.63
Si: -0.1634 -5.3076 -0.1288  -2.78
Br: 0.8820 -2.2959 -0.9864  -0.63
C: 1.6603 -5.8955 -0.5207  2.66
C: 1.6190 -7.4311 -0.6343  -1.77
C: 2.5502 -5.5385 0.6733  -1.96
C: 2.3604 -5.3573 -1.7747  -1.67
C: -1.4150 -5.1349 -1.6212  3.03
C: -2.4422 -6.2732 -1.4823  -1.85
C: -0.6544 -5.3429 -2.9337  -2.11
C: -2.1956 -3.8234 -1.7638  -1.89
H: 0.0597 -3.1435 3.1412  0.42
H: 0.7724 -2.7627 1.5687  0.16
H: 1.3744 -4.1319 2.5199  0.36
H: -1.1677 -5.2006 3.5485  0.45
H: -0.0019 -6.2579 2.7331  0.27
H: -1.6896 -6.2627 2.2214  0.37
H: -2.1361 -3.2404 2.4197  0.53
H: -2.6875 -4.2408 1.0699  0.34
H: -1.6887 -2.7914 0.7769  0.04
H: 1.2219 -7.8916 0.2729  0.34
H: 2.6341 -7.8175 -0.8065  0.46
H: 0.9922 -7.7548 -1.4694  0.25
H: 2.1568 -5.9405 1.6103  0.36
H: 2.6584 -4.4580 0.7702  0.32
H: 3.5476 -5.9707 0.5204  0.61
H: 1.9014 -5.7180 -2.6940  0.35
H: 3.3990 -5.7153 -1.7684  0.52
H: 2.3683 -4.2690 -1.7946  0.19
H: -1.9598 -7.2531 -1.4627  0.36
H: -3.1428 -6.2466 -2.3296  0.46
H: -3.0245 -6.1744 -0.5626  0.30
H: -0.1291 -6.3013 -2.9539  0.42
H: 0.0640 -4.5394 -3.0978  0.33
H: -1.3686 -5.3402 -3.7673  0.59
H: -2.9005 -3.6694 -0.9488  0.36
H: -2.7773 -3.8670 -2.6950  0.55
H: -1.5261 -2.9658 -1.8139  0.26

***

Q) Below is a molecular structure, C38H54AsBrKN3O2SSi, with properties calculated with the ωB97M-V functional and the def2-TZVPD basis.

Output
E_HOMO (spin up / spin down) = -0.4 / 0.3 eV
LUMO (spin up / spin down) = 3.78 / 3.79 eV
Molecular weight = 838.95 g/mol
Net charge = -2
Frontier orbital gap (spin up / spin down) = 4.180 / 3.452 eV

Each line ends with the Mulliken charge.
Element x y z (Å)
K: 0.0490 0.8041 0.8650  0.95
S: -0.2813 -0.7975 3.6321  -0.45
C: -1.4416 -2.0637 3.9310  0.00
C: -1.8452 -2.4252 5.2322  -0.58
C: -2.7413 -3.4531 5.4613  -0.47
C: -3.2861 -4.1765 4.4033  -0.72
C: -2.9106 -3.8429 3.1082  -0.26
C: -2.0103 -2.8122 2.8735  -0.09
As: -1.4759 -2.2039 1.1094  0.55
C: 0.2294 -3.1709 0.9111  0.27
C: 0.7554 -3.3178 -0.3668  0.18
C: 1.9602 -3.9743 -0.5760  -0.66
C: 2.6644 -4.4810 0.5060  -0.28
C: 2.1498 -4.3334 1.7877  -0.80
C: 0.9388 -3.6847 1.9915  -0.31
C: -2.5462 -3.4711 0.0079  -0.01
C: -3.7457 -2.9686 -0.4976  -0.68
C: -4.5661 -3.7443 -1.3070  -0.59
C: -4.1920 -5.0409 -1.6373  -0.41
C: -2.9973 -5.5502 -1.1463  -0.66
C: -2.1835 -4.7723 -0.3302  0.09
H: -1.4264 -1.8674 6.0615  0.37
H: -3.0215 -3.6967 6.4816  0.31
H: -3.9895 -4.9818 4.5793  0.36
H: -3.3266 -4.3966 2.2734  0.32
H: 0.2099 -2.9270 -1.2195  0.39
H: 2.3645 -4.0599 -1.5776  0.35
H: 3.6214 -4.9655 0.3526  0.25
H: 2.7054 -4.7057 2.6403  0.35
H: 0.5569 -3.5507 2.9953  0.30
H: -4.0360 -1.9474 -0.2694  0.35
H: -5.4919 -3.3283 -1.6876  0.37
H: -4.8258 -5.6479 -2.2733  0.35
H: -2.6923 -6.5602 -1.3972  0.37
H: -1.2544 -5.1837 0.0463  0.44
C: -1.6570 5.5731 1.4721  -1.02
N: -2.2176 4.4948 0.7016  0.32
C: -3.5289 4.6152 0.2005  -0.49
C: -4.0676 3.4876 -0.4440  -0.75
C: -3.3119 2.3508 -0.5066  0.25
N: -2.0650 2.2223 0.0357  -0.21
C: -1.5302 3.2876 0.6657  0.30
O: -0.4063 3.2449 1.2148  -0.86
N: -3.7756 1.1477 -1.0910  -0.52
H: -2.1599 6.4991 1.1830  0.31
H: -0.5905 5.6642 1.2776  0.28
H: -1.7868 5.4270 2.5506  0.27
H: -4.0081 5.5753 0.2927  0.30
H: -5.0713 3.5161 -0.8489  0.33
H: -4.2765 1.2945 -1.9561  0.24
H: -2.9949 0.5164 -1.2307  0.18
C: -1.2340 -1.5178 -3.8620  -0.94
O: -1.2680 -0.9767 -2.5131  0.02
C: -0.2739 -0.3455 -1.9500  0.30
C: 0.9420 -0.1798 -2.8036  -1.16
H: -0.3407 -2.1243 -4.0026  0.39
H: -1.2657 -0.7078 -4.5897  0.32
H: -2.1251 -2.1345 -3.9363  0.25
H: 0.7872 -0.0920 -3.8840  0.49
H: 1.5632 -1.0633 -2.5912  0.29
H: 1.5315 0.6483 -2.4148  0.12
C: 5.5080 0.1729 2.6931  -1.95
C: 6.0752 -0.7491 1.6044  3.09
C: 7.5377 -1.0475 1.9741  -1.78
C: 5.3053 -2.0758 1.7163  -1.77
Si: 6.0764 0.0612 -0.1802  -2.59
Br: 3.0575 0.0457 0.0605  -0.40
C: 5.9492 1.9951 -0.4534  2.79
C: 7.3641 2.5180 -0.7518  -1.72
C: 5.4368 2.7414 0.7853  -1.92
C: 5.0573 2.4328 -1.6268  -1.67
C: 5.8923 -1.0894 -1.7510  3.19
C: 7.2938 -1.3380 -2.3325  -1.66
C: 5.0396 -0.4892 -2.8781  -2.05
C: 5.2862 -2.4560 -1.4194  -2.01
H: 5.5005 -0.3837 3.6382  0.58
H: 4.4865 0.4815 2.4803  0.21
H: 6.1245 1.0578 2.8483  0.36
H: 7.5756 -1.5064 2.9726  0.45
H: 8.1455 -0.1403 1.9858  0.32
H: 8.0010 -1.7361 1.2634  0.31
H: 5.2888 -2.3682 2.7739  0.66
H: 5.7955 -2.8838 1.1728  0.26
H: 4.2740 -1.9952 1.3804  0.00
H: 8.0531 2.3094 0.0687  0.31
H: 7.3271 3.6058 -0.9103  0.45
H: 7.7838 2.0572 -1.6491  0.26
H: 6.1228 2.6621 1.6282  0.31
H: 4.4525 2.3955 1.0959  0.23
H: 5.3582 3.8065 0.5331  0.60
H: 5.4962 2.1813 -2.5923  0.30
H: 4.9656 3.5259 -1.5949  0.59
H: 4.0574 2.0084 -1.5669  0.12
H: 7.7753 -0.4059 -2.6360  0.28
H: 7.2168 -1.9898 -3.2158  0.44
H: 7.9523 -1.8177 -1.6058  0.31
H: 5.5110 0.3826 -3.3307  0.29
H: 4.0439 -0.2114 -2.5359  0.18
H: 4.9382 -1.2445 -3.6699  0.64
H: 5.9478 -3.0568 -0.7941  0.28
H: 5.1437 -3.0088 -2.3589  0.71
H: 4.3218 -2.3679 -0.9236  0.07

***

Which is most stable, and by how much? P), by 0.0183 hartree.